## P
Below is 3 unconnected molecules or ions with the total composition C2H6N4O2, with properties calculated with ωB97M-V/def2-TZVPD.

ORCA input file:
```
! RIJCOSX wB97M-V def2-TZVPD def2/J DEFGRID3
* xyz 0 1
C 1.57948 0.28348 -0.20421
C -1.55238 -0.77170 0.00210
H 4.11770 0.25715 1.45981
H 3.57361 2.01904 -0.93154
H 1.39559 1.43660 -0.17642
H -0.85565 -1.82110 0.08107
H -3.35561 -1.04035 0.48078
H -2.78154 1.32324 -0.61784
N 3.77097 0.25113 0.05510
N 2.64664 -0.39636 0.14534
N -0.67447 0.16548 0.18943
N -2.91522 -0.36712 -0.16921
O 0.48769 -0.57586 -0.31014
O -3.24421 0.97372 0.23167
*
```

LUMO   -0.92 eV

## Q
Below is a molecular structure, C2H6N4O2, with properties calculated with ωB97M-V/def2-TZVPD.

ORCA input file:
```
! RIJCOSX wB97M-V def2-TZVPD def2/J DEFGRID3
* xyz 0 1
C -0.15032 -0.19217 1.03654
C -0.60721 1.49608 -1.39759
H 2.11898 -0.79869 -1.00043
H 0.66496 -1.85294 -1.60842
H 0.30417 -2.24092 0.86469
H -1.03925 -1.40972 2.30113
H -0.77476 1.92031 1.29629
H -0.18660 1.89423 -2.25262
N 1.06467 -0.98430 -0.89846
N 0.85905 -1.14742 0.48607
N -1.05170 -0.39310 1.98356
N 0.08269 1.21246 0.96138
O 0.44053 1.48978 -0.50891
O -1.72519 1.00642 -1.26322
*
```

LUMO   0.42 eV

Structures ranked by computed energy, the most stable listed first: Q, P.

## P
Below is a single C9H16N2O3S molecule, with properties calculated with ωB97M-V/def2-TZVPD.

ORCA input file:
```
! RIJCOSX wB97M-V def2-TZVPD def2/J DEFGRID3
* xyz 0 1
C 0.18977 2.44081 -0.15768
C 0.74618 1.22635 -0.10583
C -0.80678 3.02890 0.59355
C 0.36980 0.26398 1.01865
C -0.85682 -0.57939 -0.86917
C 3.28027 1.53438 -0.63712
C -0.60375 -3.41269 0.60136
C 1.86613 0.90504 -0.96844
C -0.63417 -2.05240 1.28064
N -1.39152 3.57883 1.40659
N -0.13756 -0.98603 0.38436
O -3.45493 -0.71760 -1.25946
O -2.68393 0.07253 0.93247
O -2.61741 1.59173 -1.07991
S -2.46726 0.05565 -0.52821
H 0.49282 3.13708 -0.93000
H 1.24424 0.11619 1.78647
H -0.51809 0.81700 1.50318
H -1.18781 -1.54330 -1.28392
H 3.51348 1.34743 0.44247
H 3.28433 2.51594 -0.85872
H 4.06355 1.19076 -1.34030
H 0.63470 -3.53238 0.39891
H -0.93696 -4.23129 1.17893
H -1.10185 -3.62782 -0.32092
H 2.08359 -0.19392 -0.98753
H 1.64667 1.20678 -1.98127
H 0.02740 -2.24126 2.15152
H -1.76315 -1.90424 1.64038
H -2.99886 1.51842 -1.96716
H 0.71791 -1.52550 -0.04385
*
```

Structure (SMILES)   CC/C(=C/C#N)C[N@H+](C=[S@@](=O)([O-])O)CC
LUMO   0.16 eV

## Q
Below is 2 unconnected molecules or ions with the total composition C9H16N2O3S, with properties calculated with ωB97M-V/def2-TZVPD.

ORCA input file:
```
! RIJCOSX wB97M-V def2-TZVPD def2/J DEFGRID3
* xyz 0 1
C 0.31928 -1.37193 -1.04235
C -0.57227 -0.17169 -0.94378
C 0.23105 0.88900 -0.17420
C 0.41961 0.61284 1.26376
C 0.14262 -1.45051 1.31541
C 0.69238 -1.98582 0.08600
C -1.02084 0.34171 -2.30414
C 1.76146 0.91152 1.85815
C 1.58277 -3.18558 0.14323
N 0.68350 1.86603 -0.82427
N -3.26000 2.24383 -0.58035
O -2.19475 -0.54789 2.21862
O -1.75222 -0.47164 -0.18077
O -2.19002 -2.63171 0.94316
S -1.63073 -1.33595 1.16314
H 0.65566 -1.68154 -2.01728
H -0.43551 0.86961 1.87863
H 0.48356 -1.80632 2.27209
H -0.14681 0.66610 -2.85967
H -1.69255 1.18447 -2.17153
H -1.53817 -0.45059 -2.83781
H 1.81842 0.56270 2.88461
H 1.92323 1.99081 1.86339
H 2.55712 0.45293 1.27508
H 1.04093 -4.01425 0.59596
H 2.46093 -2.98412 0.75287
H 1.90068 -3.47329 -0.85506
H 1.21529 2.54466 -0.28203
H -3.04840 1.28862 -0.31343
H -4.21291 2.43163 -0.29094
H -2.65661 2.84890 -0.03514
*
```

LUMO   0.15 eV

Structures ranked by computed energy, the most stable listed first: Q, P.

## P
Below is 3 unconnected molecules or ions with the total composition C5H9NO4, with properties calculated with ωB97M-V/def2-TZVPD.

ORCA input file:
```
! RIJCOSX wB97M-V def2-TZVPD def2/J DEFGRID3
* xyz 0 1
C 4.33586 3.33773 -4.20452
O 3.40312 3.18043 -3.14516
C 2.21420 2.52568 -3.45449
O 3.34874 0.65451 -3.01583
C 0.27473 0.88990 -2.88118
O 0.73928 1.23484 -4.06679
C 0.29635 2.08785 -2.03858
C 1.20233 3.04530 -2.42121
N 0.93885 4.36138 -2.42736
H 4.48160 2.39369 -4.74801
H 3.98766 4.11488 -4.90131
H 5.28578 3.63085 -3.74725
H 1.96308 3.02457 -4.41262
H -0.62493 2.33321 -1.51391
H 0.15785 4.73999 -1.91070
H 1.29339 4.95026 -3.16732
O 0.76199 -0.20728 -2.43952
H 3.16917 0.19970 -3.84383
H 2.29333 -0.08156 -2.55602
*
```

LUMO (spin up / spin down)   -1.40 / -1.40 eV

## Q
Below is a single C5H9NO4 molecule, with properties calculated with ωB97M-V/def2-TZVPD.

ORCA input file:
```
! RIJCOSX wB97M-V def2-TZVPD def2/J DEFGRID3
* xyz 0 1
C -1.04097 -0.51886 0.28187
C -1.24637 0.93255 0.06824
C 0.41695 -0.94948 -0.19547
C 1.53184 -0.41603 0.71629
C 2.57114 0.34074 -0.07025
H -2.93496 -1.00047 -0.39329
H -1.84251 -1.24544 -1.48271
H -1.12591 -0.72098 1.36003
H 0.49305 -0.64193 -1.23928
H 0.45784 -2.03654 -0.14572
H 2.00227 -1.27794 1.23202
H 1.15463 0.20098 1.53882
H 1.27038 1.82840 -0.13598
H -2.51022 2.24282 -0.20158
N -1.99416 -1.34275 -0.48823
O -0.41712 1.81966 0.10443
O 3.62246 -0.10023 -0.39240
O 2.16696 1.58896 -0.44086
O -2.57530 1.29654 -0.11594
*
```

Structure (SMILES)   N[C@@H](CCC(=O)O)C(=O)O
LUMO   0.30 eV

Structures ranked by computed energy, the most stable listed first: Q, P.

## P
Below is 4 unconnected molecules or ions with the total composition C7H18O3, with properties calculated with ωB97M-V/def2-TZVPD.

ORCA input file:
```
! RIJCOSX wB97M-V def2-TZVPD def2/J DEFGRID3
* xyz 0 1
C 0.85559 2.00477 -1.54363
C -0.29210 1.95132 -0.52675
C 0.02807 1.52271 0.91637
C 1.06095 0.46482 1.20984
C 1.62970 0.42136 2.40963
C 1.69049 -1.84769 0.56340
C 1.22815 -0.64330 0.23712
H 1.71739 1.37886 -1.33946
H 1.15448 3.05245 -1.66039
H 0.53229 1.77529 -2.56507
H -0.86549 2.87529 -0.51108
H -1.04118 1.27479 -0.94967
H -0.93729 1.10311 1.20796
H 0.20903 2.37993 1.55692
H 1.38862 1.20383 3.12358
H 2.26400 -0.37344 2.77026
H 1.87370 -2.15821 1.58885
H 1.84203 -2.67060 -0.12965
H 0.82760 -0.55094 -0.76484
H -1.10324 -0.49734 -3.18953
H -1.63455 -1.66311 -2.44224
O -1.90398 -0.78514 -2.72064
H -2.52295 0.64861 2.09851
H -3.12428 -0.03356 0.76845
O -3.30650 0.41625 1.60054
H -0.47351 -3.55630 0.11683
H -0.12420 -3.97501 -1.11889
O -0.97280 -3.71873 -0.70641
*
```

Structure (SMILES)   C=CC(=C)CCC.O.O.O
LUMO   0.33 eV

## Q
Below is 3 unconnected molecules or ions with the total composition C7H18O3, with properties calculated with ωB97M-V/def2-TZVPD.

ORCA input file:
```
! RIJCOSX wB97M-V def2-TZVPD def2/J DEFGRID3
* xyz 0 1
C -1.62888 0.87729 0.04291
O -2.70121 0.15112 0.69713
C -1.49459 0.46720 -1.41237
C -1.00177 -0.97602 -1.61149
C 0.51695 -1.12338 -1.57586
C 2.83994 0.00791 1.35329
C 2.23363 -0.18365 -0.00633
C 1.13209 -0.88977 -0.22795
H -0.72324 0.67004 0.60863
H -1.89862 1.92477 0.13806
H -3.19259 -0.37592 0.06040
H -2.47106 0.61474 -1.88511
H -0.82642 1.16353 -1.92825
H -1.37106 -1.33364 -2.57477
H -1.45429 -1.59647 -0.83275
H 0.97116 -0.45350 -2.31123
H 0.77126 -2.14021 -1.89432
H 3.51284 -0.81244 1.62151
H 2.10126 0.05979 2.15622
H 3.43401 0.92262 1.40555
H 2.74395 0.30717 -0.83352
H 0.64349 -1.37090 0.61556
H 1.23359 2.72813 0.87233
H 1.02554 2.06104 -0.50348
O 0.71146 2.77200 0.06717
H -1.85926 -0.86871 1.93421
H -1.81953 -1.15934 3.42767
O -1.42864 -1.44341 2.59683
*
```

Structure (SMILES)   C/C=C/CCCCO.O.O
LUMO   0.83 eV

Structures ranked by computed energy, the most stable listed first: Q, P.